## w
56
Properties=species:S:1:pos:R:3:mulliken_charge:R:1 method="wB97M-V/def2-TZVPD" smiles="CCOC(=O)N1CCN([C@H]2CC(=O)N(c3ccc(Oc4ccccc4)cc3)C2=O)CC1" e_homo_ev=-8.454
C 1.889 -0.155 -3.555 -1.023
C -0.421 -0.754 -3.235 -0.253
C -0.990 -1.543 -6.125 -0.124
C -0.123 -1.209 -1.966 -0.377
C 1.181 -1.151 -1.496 0.157
H 1.875 1.422 5.381 0.505
C 0.156 -0.525 2.602 -0.175
H -1.174 4.494 3.842 0.333
H -0.905 -1.614 -1.344 0.387
H -2.769 0.985 -8.426 0.377
O -1.507 2.464 3.967 -0.373
H -0.369 -1.333 2.091 0.482
O 0.359 0.291 -5.282 -0.472
H 1.321 -0.259 5.638 0.320
H -1.634 0.283 3.520 0.475
C 2.187 -0.616 -2.290 -0.318
H 2.655 0.268 -4.185 0.430
H -3.430 3.385 5.589 0.292
H -3.391 -1.404 -8.500 0.381
C -0.295 2.259 4.535 0.811
O 0.382 3.136 5.019 -0.652
H 3.197 -0.557 -1.917 0.410
C 2.180 0.097 3.692 -0.540
H -0.475 -2.252 -5.493 0.474
C -2.640 4.101 5.377 -1.116
C -1.976 -1.969 -6.998 -0.597
H 3.249 -1.797 2.421 0.722
C -2.623 -1.064 -7.823 -0.501
C 0.586 -0.232 -4.043 0.402
C -1.294 0.713 -6.909 -0.594
H -1.889 4.043 6.161 0.310
C 1.391 0.562 4.918 -1.106
C -2.000 3.800 4.030 -0.300
C -2.274 0.275 -7.780 -0.443
H 3.158 -0.267 4.012 0.436
H -1.008 1.753 -6.865 0.409
C -0.656 -0.086 3.823 -1.358
H 0.838 -3.349 2.379 0.319
H 2.354 -3.836 1.630 0.388
C 1.609 -3.041 1.674 -1.160
C 1.031 -2.853 0.288 0.500
N 1.486 -1.633 -0.194 0.403
O 2.763 0.144 0.515 -0.603
H -2.732 3.865 3.222 0.322
H -0.777 -0.941 4.498 0.319
C -0.654 -0.195 -6.073 0.420
C 2.250 -0.925 0.717 0.182
H -1.438 -0.789 -3.595 0.506
N 1.457 -0.995 3.057 0.017
H -3.060 5.103 5.365 0.384
H 2.326 0.944 3.005 0.269
O 0.328 -3.614 -0.318 -0.601
H 0.247 0.331 1.910 0.224
C 2.229 -1.695 2.039 -0.205
N 0.054 0.950 4.531 0.164
H -2.234 -3.016 -7.034 0.365

***

## x
56
Properties=species:S:1:pos:R:3:mulliken_charge:R:1 method="wB97M-V/def2-TZVPD" smiles="COc1ccc(N[C@@H]2CCCN(C(=O)CN3C(=O)c4ccccc4C3=O)C2)cc1OC" e_homo_ev=-7.353
H -0.534 -0.034 -2.675 0.379
C 3.204 -2.665 -0.271 -0.612
C -5.425 -1.267 -0.018 -0.800
C -1.068 -0.324 -1.784 -0.551
H 1.555 -3.024 -1.624 0.376
H -2.063 -2.592 2.670 0.353
C 3.158 0.022 -1.359 -1.413
N 1.720 1.988 0.671 0.446
C 2.417 -2.358 -1.546 -1.186
N 0.985 -0.630 -0.502 0.476
C -3.199 -0.624 -0.662 0.377
H -0.897 3.693 -2.096 0.519
H 2.871 1.067 -1.419 0.147
C -2.448 -0.308 -1.787 -1.012
C -2.845 2.516 0.432 -0.439
H -5.489 -0.892 1.006 0.214
C -2.592 -1.644 2.812 -0.915
C -1.173 3.222 -1.165 -0.470
H -2.137 1.534 2.218 0.509
C 1.258 2.662 -0.452 0.341
C 1.935 -0.895 -1.555 -0.254
O 4.154 0.017 2.097 -0.690
H -3.373 -1.778 3.560 0.253
H -1.884 -0.884 3.159 0.328
O -4.557 -0.487 -0.810 -0.479
C -2.502 3.113 -0.770 -0.746
H 3.885 -0.176 -2.155 0.591
H 4.788 -1.776 0.918 0.478
N 3.777 -0.285 -0.094 0.069
H -5.116 -2.315 0.004 0.299
C -0.211 2.703 -0.325 0.121
C -1.136 -1.043 0.498 0.533
H 5.068 -1.725 -0.842 0.321
H 3.676 2.438 0.233 0.477
C -0.557 2.084 0.879 0.830
C -1.873 1.993 1.279 -0.424
H -0.599 -1.312 1.394 0.398
H 1.468 -0.667 -2.515 0.822
H 2.538 -2.660 0.594 0.272
H -6.402 -1.188 -0.496 0.320
O 0.829 0.985 2.547 -0.626
H 1.315 -0.927 0.406 0.240
H 3.306 2.279 1.975 0.395
C 4.313 -1.634 -0.054 -0.979
O -3.261 -1.244 1.640 -0.445
H 3.052 -2.523 -2.419 0.481
C 0.688 1.599 1.522 -0.125
C -2.520 -0.986 0.515 0.807
C -0.389 -0.696 -0.629 -0.990
C 3.127 1.856 0.980 -1.230
C 3.700 0.429 1.049 1.170
H 3.646 -3.660 -0.338 0.465
H -3.885 2.447 0.713 0.428
H -3.280 3.501 -1.409 0.418
O 1.971 3.098 -1.324 -0.672
H -2.986 -0.022 -2.676 0.408

***

Short version: x is the least stable of them.

***

## w
26
Properties=species:S:1:pos:R:3:mulliken_charge:R:1 method="wB97M-V/def2-TZVPD" total_charge=+1 e_homo_ev="-11.708 / -11.470"
H 0.022 -1.552 1.506 0.291
H 1.757 -1.311 -2.417 0.369
H 0.779 0.121 1.277 0.318
H 1.190 1.249 -1.332 0.423
H 0.037 -2.940 -1.670 0.462
H 2.685 -0.492 -1.060 0.306
H 0.230 0.519 -2.714 0.357
N 0.732 0.402 -1.818 0.089
H -3.023 1.024 0.915 0.216
H -1.643 4.493 2.518 0.392
C 0.263 -2.727 -0.642 -1.846
N -2.400 1.752 1.222 -0.063
H -1.192 -0.451 -1.547 0.423
C 0.914 -0.950 0.997 -1.216
C 1.697 -0.665 -1.569 -0.919
C -2.677 2.740 2.088 -0.262
C -1.131 1.820 0.725 -0.074
H 1.855 -1.273 1.435 0.397
H -3.707 2.773 2.384 0.401
H 0.445 3.271 1.212 0.476
H 0.919 -3.349 -0.214 0.477
C -0.526 2.938 1.229 -0.277
C -1.546 3.550 2.064 -0.734
C 0.708 -1.233 -0.501 1.749
C -0.335 -0.163 -1.019 -1.177
H -0.727 -2.749 -0.142 0.421

***

## x
26
Properties=species:S:1:pos:R:3:mulliken_charge:R:1 method="wB97M-V/def2-TZVPD" total_charge=+1 e_homo_ev="-12.016 / -12.016"
N 1.223 -3.401 1.773 -0.104
H -2.625 0.425 2.700 0.400
C -2.045 1.113 2.088 -1.306
C 3.446 1.645 -1.846 -0.746
H 1.437 2.115 -0.150 0.226
H 0.629 -1.660 -0.811 0.000
H -1.160 -0.951 -1.613 0.405
H -3.559 -0.792 0.922 0.434
H 4.407 1.453 -2.377 0.255
N -0.765 0.932 0.215 0.035
C 0.095 0.587 -0.793 0.641
H -1.972 -1.587 1.141 0.353
H 0.397 -0.875 -2.467 0.375
H -2.500 -1.305 -0.483 0.258
H 2.127 0.396 -2.901 0.197
C -2.521 -0.828 0.572 -1.310
C -0.091 -0.867 -1.404 -1.035
C -1.730 0.362 0.832 1.054
H 0.742 -4.015 2.454 0.319
H -2.739 1.970 1.810 0.301
C 1.449 -2.630 0.975 -0.241
C 1.254 1.284 -0.891 -0.047
C 2.215 1.137 -2.039 -0.206
H -1.121 1.592 2.553 0.456
H 3.653 2.385 -1.092 0.241
H -0.244 1.516 0.832 0.045

***

Short version: w is the least stable of them.

***

## w
13
Properties=species:S:1:pos:R:3:mulliken_charge:R:1 method="wB97M-V/def2-TZVPD" total_charge=+1 smiles="O=C1NC=[NH+]C1(S)S" e_homo_ev=-13.701
S -1.762 0.402 1.470 -0.173
H 0.677 1.792 0.898 0.279
S -1.167 0.900 -1.590 -0.116
H -1.657 2.037 -1.284 0.175
C -0.042 -1.339 -0.459 0.305
C 1.588 0.081 0.346 -0.077
H -2.906 -0.118 0.911 0.219
O -0.703 -2.259 -0.765 -0.341
C -0.646 0.315 -0.014 0.109
N 0.639 0.893 0.439 0.014
H 2.009 -1.753 -0.487 0.230
H 2.632 0.240 0.670 0.392
N 1.338 -1.190 -0.136 -0.018

***

## x
13
Properties=species:S:1:pos:R:3:mulliken_charge:R:1 method="wB97M-V/def2-TZVPD" total_charge=+1 e_homo_ev=-11.325
N 1.875 0.672 0.220 -0.167
O 3.142 -1.137 -0.690 -0.195
H -1.214 -2.718 -0.136 0.208
S -2.960 -0.453 -0.626 -0.161
H -3.326 -1.606 0.072 0.188
H -1.204 1.593 -0.463 0.205
S -0.453 -1.703 0.558 -0.251
C -1.353 -0.238 0.032 0.570
H 2.598 1.356 0.735 0.344
C 0.593 1.341 0.086 -0.352
C 2.526 -0.274 -0.266 0.684
H 0.449 2.318 0.610 0.218
N -0.673 0.849 -0.130 -0.291

***

Short version: x is the least stable of them.

***

## w
9
Properties=species:S:1:pos:R:3:mulliken_charge:R:1 method="wB97M-V/def2-TZVPD" total_charge=-1 e_homo_ev="-4.828 / -4.827"
O -0.433 0.528 1.993 -0.700
O 1.493 0.212 0.927 -0.655
O 0.691 0.799 -1.168 -0.379
H 1.557 0.493 -0.484 0.417
N -0.275 0.936 -0.309 -0.162
C 0.288 0.490 0.965 0.743
O -0.249 -1.355 -1.295 -0.462
O -2.055 -1.228 -0.065 -0.551
N -1.016 -0.874 -0.564 0.748

***

## x
9
Properties=species:S:1:pos:R:3:mulliken_charge:R:1 method="wB97M-V/def2-TZVPD" total_charge=-1 e_homo_ev=-4.562
C -1.530 0.145 0.338 0.747
O 0.824 -0.830 1.093 -0.437
O -2.457 -0.548 0.108 -0.531
O 0.178 0.206 -2.036 -0.717
O 1.790 0.540 -0.627 -0.772
N 0.700 0.040 -0.918 1.130
O -1.076 1.128 0.847 -0.534
H 1.488 0.029 1.225 0.356
N 0.083 -0.711 -0.030 -0.242

***

Short version: w is the least stable of them.

***

## w
16
Properties=species:S:1:pos:R:3:mulliken_charge:R:1 method="wB97M-V/def2-TZVPD" smiles=Oc1cc(O)n2ncc(Br)c2n1 e_homo_ev=-8.513
H 3.367 2.298 1.235 0.423
C -0.608 0.961 1.454 0.862
N 2.052 1.145 0.356 -0.604
H -2.287 0.112 1.474 0.376
H 0.125 2.504 2.789 0.398
C 1.108 -0.670 -1.101 -0.286
Br 2.664 -1.136 -2.032 -0.148
C 0.315 1.857 1.940 -0.898
C 1.654 1.875 1.364 0.963
O -1.818 0.773 2.012 -0.463
N -0.999 -0.827 -0.196 -1.309
C -0.174 -1.328 -1.112 -0.180
H -0.423 -2.114 -1.788 0.458
C 1.062 0.266 -0.120 0.234
O 2.639 2.622 1.776 -0.526
N -0.211 0.129 0.417 0.698

***

## x
16
Properties=species:S:1:pos:R:3:mulliken_charge:R:1 method="wB97M-V/def2-TZVPD" smiles="N#CC1=NC[C@H](Br)C=C1[N+](=O)[O-]" e_homo_ev=-10.442
O -2.585 1.224 0.758 -0.531
N 0.367 0.131 -1.713 -0.447
C -0.704 -0.092 -1.197 0.793
C -1.849 -0.414 -1.896 -0.060
C 0.428 -0.007 1.335 -0.632
H 2.344 -0.198 -1.555 0.402
H 1.773 1.378 -0.889 0.342
C 1.569 0.294 -1.004 -0.748
Br 1.607 -2.184 0.241 -0.081
O -2.178 -0.057 2.426 -0.553
H 2.595 0.332 0.885 0.428
C 1.661 -0.232 0.441 -0.158
H 0.495 0.352 2.365 0.379
N -2.856 -0.866 -2.188 -0.383
N -1.940 0.383 1.298 0.933
C -0.728 -0.044 0.693 0.316

***

Short version: x is the least stable of them.

***

## w
18
Properties=species:S:1:pos:R:3:mulliken_charge:R:1 method="wB97M-V/def2-TZVPD" smiles="O=C(O)[C@]1(S)CCCN1" e_homo_ev=-9.349
H 1.672 0.707 0.215 0.347
S -0.033 -2.323 -1.134 -0.218
C -0.207 0.980 -0.830 -0.656
O 2.299 -2.568 0.746 -0.583
H -0.009 2.038 -0.989 0.373
H -0.946 1.498 1.154 0.289
H -2.160 0.732 0.117 0.294
H 1.654 -0.029 -1.400 0.326
C 1.055 0.182 -0.517 -0.700
H -0.679 0.573 -1.725 0.298
C 0.507 -1.097 0.110 0.749
O 1.410 -1.252 2.305 -0.516
H 0.597 -0.694 2.350 0.470
N -0.698 -0.556 0.960 -0.535
H -1.442 -1.243 0.940 0.266
C -1.103 0.729 0.390 -0.545
H 0.983 -3.149 -0.907 0.194
C 1.503 -1.737 1.080 0.148

***

## x
18
Properties=species:S:1:pos:R:3:mulliken_charge:R:1 method="wB97M-V/def2-TZVPD" smiles="C=C[C@@H]1CN1S(C)(=O)=O" e_homo_ev=-9.841
C -0.084 0.483 -0.963 -0.161
H -1.309 -0.878 2.757 0.402
C 0.984 1.258 -1.645 -0.502
H -0.416 -0.393 -1.337 0.621
H -0.062 -2.210 3.219 0.339
H 1.787 1.632 -1.061 0.331
H -2.030 0.329 0.057 0.276
S -0.060 -1.394 0.956 1.075
H -1.173 1.817 0.341 0.350
C 1.055 1.258 -2.960 -0.715
H 0.371 -0.423 3.201 0.292
O 1.177 -2.110 0.579 -0.638
C -1.028 0.787 0.157 -0.393
C -0.367 -1.200 2.773 -0.942
H 0.262 0.974 -3.631 0.296
H 1.995 1.733 -3.365 0.216
N 0.185 0.191 0.492 -0.249
O -1.288 -1.854 0.430 -0.598

***

Short version: x is the least stable of them.

***

## w
18
Properties=species:S:1:pos:R:3:mulliken_charge:R:1 method="wB97M-V/def2-TZVPD" total_charge=+2 smiles="[NH3+]/C=C/CC[NH3+]" e_homo_ev=-18.416
H 3.660 0.168 -1.085 0.368
H 1.910 0.969 0.596 0.399
H 0.130 -0.282 -1.522 0.383
H -3.792 0.548 0.656 0.391
H -2.766 1.160 1.787 0.364
H 0.378 -1.579 -0.108 0.343
H 2.429 -0.628 0.462 0.314
H -3.439 -0.566 1.697 0.407
N -3.005 0.294 1.265 -0.337
C 0.353 -0.419 -0.358 -0.251
C -0.623 0.122 0.550 -0.526
N 2.662 0.139 -1.282 -0.415
H -0.514 0.911 1.321 0.223
H 2.344 -0.661 -1.847 0.366
C -1.881 -0.248 0.326 -0.222
H 2.635 0.967 -1.978 0.365
C 1.776 0.057 -0.030 -0.525
H -2.258 -0.951 -0.450 0.350

***

## x
18
Properties=species:S:1:pos:R:3:mulliken_charge:R:1 method="wB97M-V/def2-TZVPD" total_charge=+2 e_homo_ev=-18.150
H -0.485 1.191 -0.535 0.361
C 0.016 0.205 -0.765 -0.439
C 1.194 -0.223 -0.002 -0.416
H -0.556 -0.308 -1.548 0.498
H -0.505 -2.160 0.111 0.306
C -0.548 -1.634 1.020 -0.687
H 1.910 0.583 0.291 0.359
H -2.160 1.150 -2.689 0.302
H -1.125 2.375 -2.870 0.287
H -0.847 0.965 -3.630 0.317
H 1.797 -0.118 2.572 0.444
H 0.525 0.899 2.670 0.420
H 1.733 -0.989 -0.748 0.292
C 0.305 -0.591 1.186 0.344
N -1.185 1.383 -2.730 -0.815
H -1.224 -1.936 1.811 0.310
N 0.734 -0.116 2.495 -0.318
H 0.420 -0.677 3.362 0.438

***

Short version: x is the least stable of them.

***

## w
9
Properties=species:S:1:pos:R:3:mulliken_charge:R:1 method="wB97M-V/def2-TZVPD" e_homo_ev="-9.202 / -7.837"
H -2.218 0.102 -0.371 -0.009
Br -5.086 1.636 -1.420 -0.165
Br -5.210 -1.843 -0.336 -0.142
C -0.098 -0.220 -1.740 -0.623
H 0.970 -0.500 -1.749 0.297
H -0.674 -0.130 -2.558 0.319
Br -6.737 0.543 1.564 -0.153
S -1.057 -0.603 -0.350 -0.046
Si -4.936 0.275 0.387 0.523

***

## x
9
Properties=species:S:1:pos:R:3:mulliken_charge:R:1 method="wB97M-V/def2-TZVPD" smiles=SC[Si](Br)(Br)Br e_homo_ev=-9.403
Br -2.565 -3.039 -0.782 -0.233
Si -0.964 -2.398 0.668 0.646
S 1.155 -0.191 1.023 -0.140
C -0.459 -0.567 0.310 -0.548
Br 0.691 -3.842 0.949 -0.181
H 0.928 -1.037 2.030 0.073
H -1.257 -0.127 0.958 0.280
H -0.630 -0.258 -0.766 0.334
Br -2.034 -2.310 2.648 -0.231

***

Short version: w is the least stable of them.